C26H50F3N3O3P | the ωB97M-V functional and the def2-TZVPD basis

Element x y z (Å)
C1 -2.59 2.53 2.91
C2 -3.31 2.87 1.46
C3 -4.56 1.83 1.20
C4 -4.60 1.20 -0.34
C5 -4.56 2.37 -1.49
C6 -3.52 2.07 -2.73
C7 -2.04 1.55 -2.28
C8 -0.79 2.25 -3.09
C9 0.59 2.21 -2.15
C10 0.73 0.69 -1.50
C11 2.30 0.24 -1.30
C12 2.42 -1.39 -1.68
P1 2.90 -1.81 -3.47
N1 4.69 -1.92 -3.68
O1 2.18 -3.40 -3.77
C13 3.31 -1.95 -0.42
N2 2.95 -0.97 0.72
C14 1.89 -1.40 1.70
C15 0.75 -2.42 1.11
C16 -0.10 -2.96 2.45
C17 -1.72 -3.01 2.21
N3 -2.15 -4.18 1.30
C18 -3.61 -4.48 1.63
C19 -2.14 -3.72 -0.16
C20 -3.01 -2.48 -0.78
O2 -1.32 -4.37 -1.03
C21 3.01 0.44 0.18
C22 4.60 0.90 -0.02
C23 4.79 2.21 -0.99
O3 5.91 2.34 -1.75
C24 2.40 1.69 1.03
C25 2.92 1.75 2.62
C26 3.17 3.27 3.16
F1 4.08 3.22 4.37
F2 3.82 4.19 2.19
F3 1.89 3.87 3.68
H1 -2.34 3.55 3.44
H2 -1.59 1.93 2.68
H3 -3.30 1.88 3.59
H4 -2.44 2.78 0.65
H5 -3.66 4.00 1.43
H6 -5.60 2.38 1.42
H7 -4.44 0.95 1.98
H8 -5.65 0.66 -0.42
H9 -3.79 0.36 -0.46
H10 -5.65 2.43 -1.96
H11 -4.31 3.45 -1.09
H12 -3.96 1.34 -3.55
H13 -3.36 3.12 -3.28
H14 -2.00 0.39 -2.55
H15 -1.91 1.60 -1.11
H16 -0.59 1.57 -4.05
H17 -0.98 3.38 -3.38
H18 1.50 2.42 -2.90
H19 0.59 3.03 -1.30
H20 0.25 -0.06 -2.30
H21 0.06 0.55 -0.52
H22 2.80 0.71 -2.25
H23 1.33 -1.81 -1.58
H24 5.12 -2.32 -2.82
H25 4.82 -2.61 -4.47
H26 2.73 -4.10 -3.31
H27 4.45 -1.96 -0.77
H28 3.16 -3.11 -0.20
H29 3.83 -1.02 1.32
H30 2.47 -2.02 2.55
H31 1.33 -0.55 2.26
H32 1.15 -3.39 0.60
H33 -0.07 -1.89 0.43
H34 0.20 -2.37 3.42
H35 0.25 -4.09 2.63
H36 -2.19 -3.26 3.28
H37 -2.11 -1.97 1.85
H38 -4.18 -4.70 0.62
H39 -4.07 -3.52 2.14
H40 -3.62 -5.42 2.35
H41 -2.34 -1.50 -0.84
H42 -3.95 -2.18 -0.14
H43 -3.34 -2.81 -1.87
H44 5.27 0.04 -0.49
H45 5.12 1.17 1.01
H46 4.02 3.12 -1.07
H47 1.23 1.50 1.11
H48 2.52 2.75 0.53
H49 2.07 1.25 3.28
H50 3.89 1.12 2.81

Summary:
SMILES: CCCCCCCCCC[C@@H]1[C@@H](P(N)O)C[N@H+](CCCCN(C)C(C)=O)[C@]1(CC=O)CCC(F)(F)F
Charge: +1
Frontier orbital gap (eV): 8.537
Energy above the lowest of the compared OMol25 structures with the same formula, charge and spin (eV): 15.3364
HOMO (eV): -11.713
LUMO level (eV): -3.2